(1)
The following is a DFT calculation (wB97M-V/def2-TZVPD) of a 8-piece molecular cluster, C30H83ClN7O4 overall at a distorted geometry.

Geometry (Å):
N -0.26 -1.05 -3.33
H 0.66 -1.53 -3.81
H -0.25 -1.16 -2.29
H -1.11 -1.56 -3.64
H -0.50 0.02 -3.58
N -0.17 -2.36 1.70
H -0.41 -2.45 0.71
H 0.48 -1.53 1.86
H 0.44 -3.31 1.95
H -1.02 -2.22 2.26
Cl 1.72 0.02 0.03
O 2.52 1.06 -0.45
O 1.88 -0.17 1.49
O 0.31 0.24 -0.25
O 2.03 -1.28 -0.60
C 0.57 -2.03 -6.45
C 1.93 -2.35 -5.93
N 2.01 -2.44 -4.50
C 3.37 -2.21 -3.99
C 3.74 -0.70 -3.95
C 1.46 -3.69 -3.98
C 2.19 -4.99 -4.38
H 0.50 -2.29 -7.50
H 0.20 -1.05 -6.18
H -0.15 -2.76 -6.00
H 2.26 -3.26 -6.45
H 2.56 -1.52 -6.28
H 3.53 -2.62 -2.99
H 4.10 -2.77 -4.61
H 3.25 -0.24 -3.09
H 4.81 -0.60 -3.78
H 3.48 -0.16 -4.86
H 0.39 -3.80 -4.23
H 1.47 -3.58 -2.89
H 1.90 -5.84 -3.77
H 3.27 -4.90 -4.20
H 2.11 -5.20 -5.45
C -2.61 3.13 0.89
C -3.06 1.87 1.67
N -4.48 1.72 1.81
C -5.23 1.59 0.56
C -4.95 0.37 -0.32
C -5.01 2.82 2.59
C -6.47 2.58 3.04
H -3.14 4.04 1.17
H -2.69 2.94 -0.19
H -1.56 3.33 1.10
H -2.62 0.99 1.20
H -2.64 1.91 2.68
H -6.28 1.51 0.79
H -5.01 2.49 -0.06
H -3.90 0.11 -0.44
H -5.50 -0.52 0.01
H -5.28 0.58 -1.34
H -4.98 3.75 1.97
H -4.35 3.01 3.44
H -7.17 3.01 2.33
H -6.64 3.02 4.02
H -6.65 1.51 3.15
C 1.95 2.90 7.38
C 0.88 3.20 6.30
N 0.71 4.56 6.00
C -0.47 4.83 5.24
C -0.68 4.07 3.96
C 1.91 5.35 5.67
C 2.66 5.04 4.38
H 2.94 3.12 6.98
H 1.95 1.82 7.58
H 1.81 3.46 8.29
H 1.12 2.60 5.39
H -0.12 2.83 6.60
H -0.51 5.91 5.11
H -1.32 4.62 5.91
H 0.23 3.89 3.40
H -1.44 4.55 3.33
H -1.00 3.04 4.20
H 1.67 6.42 5.74
H 2.59 5.24 6.52
H 2.07 5.33 3.51
H 3.55 5.67 4.30
H 2.91 3.99 4.33
C -3.07 1.18 -3.05
C -2.25 1.72 -4.31
N -0.82 1.64 -4.12
C -0.32 2.24 -2.90
C -0.25 3.81 -2.87
C -0.17 2.05 -5.36
C 1.37 2.13 -5.29
H -3.53 1.96 -2.45
H -2.43 0.60 -2.37
H -3.89 0.56 -3.41
H -2.47 1.11 -5.19
H -2.58 2.76 -4.51
H -0.89 1.92 -2.03
H 0.70 1.86 -2.75
H -1.27 4.24 -2.88
H 0.17 4.14 -1.91
H 0.26 4.25 -3.72
H -0.61 3.01 -5.69
H -0.42 1.33 -6.15
H 1.72 2.50 -4.32
H 1.73 2.87 -6.00
H 1.84 1.16 -5.42
C 1.37 -6.32 4.16
C 0.76 -5.13 3.33
N 1.38 -4.76 2.09
C 1.12 -5.76 1.04
C 1.34 -5.24 -0.36
C 2.78 -4.42 2.18
C 3.05 -3.32 3.23
H 1.00 -6.25 5.18
H 2.46 -6.21 4.25
H 1.20 -7.29 3.71
H -0.30 -5.36 3.14
H 0.74 -4.25 3.99
H 1.74 -6.68 1.13
H 0.07 -6.07 1.11
H 1.13 -6.04 -1.07
H 0.66 -4.41 -0.61
H 2.37 -4.93 -0.52
H 3.18 -4.10 1.23
H 3.34 -5.34 2.46
H 2.62 -2.37 2.86
H 4.12 -3.12 3.25
H 2.62 -3.56 4.19

As for the charge: +1. The molar mass is 641.5 u. The HOMO-LUMO gap is 6.750 eV. As for the HOMO energy: -9.3 eV.

Results of the Löwdin charge analysis, in e, for atoms 1 through 8: 0.22 0.12 0.10 0.12 0.11 0.25 0.11 0.09

---

(2)
The following is a DFT calculation (wB97M-V/def2-TZVPD) of C17H26AlN2O4 as an isolated structure at a distorted geometry.

Geometry (Å):
C 0.48 -3.63 -1.87
C -0.01 -2.51 -2.66
C 0.34 -0.94 -2.34
O 1.54 -0.90 -1.49
C 0.85 -0.36 -3.77
N 0.99 0.38 -4.74
C -0.90 -0.13 -1.73
C -2.23 -0.77 -2.43
N -3.22 -1.45 -2.59
C -0.92 1.44 -2.20
C 0.29 2.30 -1.56
C -0.22 3.05 -0.20
C 0.52 4.48 0.04
O 1.63 4.29 0.98
C 2.79 3.84 0.26
O 3.51 2.95 0.80
O -0.97 -0.10 -0.30
C -0.98 -1.42 0.29
C -1.49 -1.23 1.85
C -2.04 0.30 2.11
C -0.33 -1.49 2.92
C 1.04 -0.68 2.65
C -0.05 -3.08 3.21
H 1.61 -3.88 -1.92
H -0.17 -4.34 -1.24
H -0.71 -2.75 -3.55
H 2.23 -1.46 -1.94
H -1.89 1.86 -1.73
H -1.05 1.56 -3.33
H 1.16 1.62 -1.21
H 0.77 3.04 -2.30
H -0.02 2.29 0.65
H -1.34 3.27 -0.20
H 0.86 4.99 -0.94
H -0.26 5.16 0.58
H 3.01 4.35 -0.75
H -1.71 -2.16 -0.18
H 0.09 -1.87 0.39
H -2.39 -1.92 2.07
H -1.17 1.06 2.19
H -2.83 0.62 1.34
H -2.53 0.30 3.16
H -0.74 -1.08 3.94
H 0.93 0.47 2.77
H 1.55 -0.95 1.66
H 1.76 -1.00 3.50
H 1.01 -3.40 2.93
H -0.24 -3.29 4.33
H -0.88 -3.64 2.64
Al 2.34 -3.19 -0.11

As for the charge: +3. The molar mass is 349.4 u. The HOMO-LUMO gap is 2.177 eV. As for the HOMO energy: -18.6 eV.

Results of the natural (NBO) charge analysis, in e, for atoms 1 through 8: -0.44 0.12 0.14 -0.69 0.15 -0.08 0.22 0.18

---

(3)
The following is a DFT calculation (wB97M-V/def2-TZVPD) of an isolated ion of composition C4H3FN3O2 and charge -1 at a distorted geometry.

Geometry (Å):
C 1.79 -1.06 -0.71
C -0.93 0.18 -1.02
C 3.10 0.08 -1.07
C -1.99 0.11 1.23
N 1.11 -0.61 0.15
N 0.19 -0.25 0.92
N -0.96 0.11 0.28
O 2.82 0.65 -2.09
O 3.95 -0.02 -0.26
F -2.19 0.41 -1.55
H -1.84 0.78 2.08
H -2.87 0.54 0.71
H -2.18 -0.92 1.31

As for the charge: -1. The molar mass is 144.1 u. The HOMO-LUMO gap is 7.578 eV. As for the HOMO energy: -4.0 eV.

Results of the natural (NBO) charge analysis, in e, for atoms 1 through 8: 0.09 0.31 0.85 -0.43 -0.16 -0.28 -0.29 -0.67

---

(4)
The following is a DFT calculation (wB97M-V/def2-TZVPD) of an isolated ion of composition C4H7N2O and charge +1 at a distorted geometry.

Geometry (Å):
C 0.59 -0.39 -0.24
C 2.73 0.78 0.20
C -0.54 -1.23 -0.30
C -1.78 -0.28 0.37
N 1.64 0.17 -0.20
N -0.90 1.79 0.03
O -1.86 0.88 -0.21
H 2.85 0.91 1.20
H 3.25 1.39 -0.43
H -0.92 -1.41 -1.25
H -0.39 -2.14 0.25
H -2.77 -0.84 0.37
H -1.40 -0.33 1.45
H -0.98 2.43 -0.72

As for the charge: +1. The molar mass is 99.1 u. The HOMO-LUMO gap (alpha / beta) is 9.188 / 7.531 eV. As for the HOMO energy (alpha / beta): -14.0 / -13.8 eV.

Results of the natural (NBO) charge analysis, in e, for atoms 1 through 8: 0.63 -0.02 -0.58 -0.02 -0.28 -0.21 -0.31 0.22

---

(5)
The following is a DFT calculation (wB97M-V/def2-TZVPD) of C43H68BCdClN6O6P2 as an isolated structure at a distorted geometry.

Geometry (Å):
Cd -0.22 0.46 0.22
C 5.16 -0.80 -0.86
N 4.63 -0.83 0.49
C 5.63 -0.95 1.53
P 3.03 -1.28 0.62
O 2.15 -0.40 -0.15
O 2.85 -1.16 2.24
P 1.51 -0.64 2.99
O 0.27 -1.01 2.29
N 1.88 0.98 3.26
C 2.66 1.79 2.37
C 0.79 1.68 3.91
N 1.68 -1.36 4.47
C 2.72 -0.88 5.35
C 0.58 -2.04 5.11
N 2.83 -2.89 0.25
C 1.50 -3.34 -0.10
C 3.57 -3.85 1.05
H 5.74 -1.69 -1.09
H 5.80 0.07 -0.98
H 4.32 -0.72 -1.55
H 6.29 -1.82 1.37
H 5.14 -1.05 2.49
H 6.25 -0.05 1.53
H 3.37 1.17 1.82
H 3.23 2.51 2.96
H 2.04 2.34 1.64
H 1.20 2.50 4.51
H 0.27 0.99 4.58
H 0.06 2.09 3.20
H 3.49 -0.39 4.76
H 3.16 -1.73 5.88
H 2.34 -0.17 6.09
H -0.19 -2.23 4.37
H 0.15 -1.45 5.92
H 0.94 -2.98 5.53
H 0.97 -2.53 -0.60
H 0.92 -3.63 0.79
H 1.57 -4.19 -0.77
H 4.50 -3.40 1.38
H 3.79 -4.73 0.45
H 3.00 -4.16 1.94
C -1.06 6.83 2.65
C -0.38 5.46 2.64
C 0.80 5.44 3.61
C -1.41 4.39 2.96
C -1.98 4.39 4.22
C -2.98 3.50 4.56
C -3.42 2.59 3.62
C -2.88 2.56 2.34
C -3.50 1.63 1.32
C -4.87 2.19 0.95
C -3.60 0.21 1.87
C -1.86 3.46 2.01
N -1.29 3.47 0.70
B -0.38 2.56 0.05
N 0.11 3.32 -1.06
C -0.53 4.54 -1.09
C -1.37 4.63 -0.05
C 1.16 3.13 -2.00
C 0.97 2.31 -3.13
C 1.94 2.32 -4.12
C 3.09 3.07 -4.00
C 3.31 3.81 -2.85
C 2.35 3.85 -1.85
C 2.63 4.66 -0.60
C 2.71 6.16 -0.92
C 3.94 4.20 0.06
C -0.21 1.39 -3.26
C -1.07 1.73 -4.47
C 0.31 -0.05 -3.33
H -0.37 7.59 2.29
H -1.39 7.10 3.65
H -1.93 6.83 2.00
H 0.03 5.29 1.64
H 0.47 5.56 4.64
H 1.48 6.26 3.38
H 1.34 4.51 3.52
H -1.65 5.11 4.96
H -3.43 3.52 5.54
H -4.21 1.91 3.89
H -2.88 1.60 0.42
H -5.50 2.30 1.83
H -5.37 1.53 0.25
H -4.77 3.17 0.48
H -4.32 0.16 2.68
H -2.63 -0.13 2.22
H -3.92 -0.47 1.08
H -0.35 5.25 -1.88
H -2.04 5.42 0.21
H 1.79 1.73 -5.02
H 3.82 3.07 -4.80
H 4.22 4.37 -2.74
H 1.82 4.50 0.11
H 3.51 6.36 -1.63
H 2.91 6.73 -0.01
H 1.77 6.51 -1.35
H 4.80 4.53 -0.51
H 3.96 3.12 0.13
H 4.01 4.62 1.06
H -0.85 1.46 -2.37
H -0.50 1.65 -5.39
H -1.45 2.75 -4.39
H -1.91 1.04 -4.53
H 0.86 -0.22 -4.26
H -0.54 -0.73 -3.30
H 0.98 -0.26 -2.49
C -5.51 -3.26 1.70
C -4.95 -3.94 0.49
C -4.81 -5.31 0.45
C -4.30 -5.92 -0.69
Cl -4.15 -7.65 -0.72
C -3.90 -5.17 -1.77
C -4.01 -3.79 -1.73
C -4.55 -3.16 -0.61
O -4.74 -1.83 -0.50
C -4.37 -0.99 -1.58
C -2.81 -0.95 -1.84
O -2.45 -1.25 -2.97
O -2.11 -0.59 -0.87
H -5.85 -3.99 2.43
H -6.35 -2.62 1.42
H -4.76 -2.62 2.15
H -5.11 -5.91 1.29
H -3.50 -5.66 -2.65
H -3.64 -3.22 -2.56
H -4.70 0.01 -1.30
H -4.88 -1.29 -2.50

As for the charge: 0. The molar mass is 985.7 u. The HOMO-LUMO gap is 7.848 eV. As for the HOMO energy: -7.6 eV.

Results of the natural (NBO) charge analysis, in e, for atoms 1 through 8: 1.45 -0.41 -0.80 -0.41 2.51 -1.15 -1.11 2.49

---

(6)
The following is a DFT calculation (wB97M-V/def2-TZVPD) of a 7-piece molecular cluster, C14H42O7 overall at a distorted geometry.

Geometry (Å):
C 5.69 6.83 15.05
C 6.87 6.90 15.97
O 7.86 7.55 15.19
H 5.22 7.81 14.94
H 4.81 6.20 15.33
H 6.02 6.49 14.05
H 7.14 5.84 16.14
H 6.58 7.38 16.89
H 8.61 7.90 15.67
C 9.12 10.74 14.43
C 10.02 9.54 14.65
O 10.07 9.07 16.02
H 9.49 11.66 14.84
H 8.12 10.53 14.83
H 9.04 10.88 13.36
H 11.02 9.82 14.41
H 9.80 8.75 13.93
H 10.96 9.08 16.35
C 10.66 5.80 10.84
C 11.45 6.58 9.85
O 11.07 7.99 9.87
H 9.60 6.08 10.85
H 11.03 5.99 11.86
H 10.77 4.74 10.59
H 11.29 6.14 8.84
H 12.50 6.45 10.08
H 11.62 8.51 9.28
C 10.28 11.00 7.95
C 9.32 12.24 8.04
O 8.40 12.38 6.97
H 10.94 11.11 8.85
H 10.89 10.90 7.03
H 9.77 10.05 8.04
H 9.87 13.20 8.12
H 8.69 12.11 8.93
H 8.80 12.12 6.14
C 4.63 11.13 9.30
C 5.32 11.39 7.95
O 5.69 12.79 7.95
H 5.36 11.25 10.10
H 4.29 10.09 9.38
H 3.81 11.76 9.53
H 4.66 11.22 7.10
H 6.21 10.79 7.81
H 6.49 12.84 7.37
C 7.02 6.56 8.43
C 7.23 5.86 7.12
O 7.98 6.86 6.29
H 6.53 5.94 9.19
H 6.39 7.45 8.36
H 7.98 6.91 8.74
H 6.19 5.62 6.76
H 7.79 4.94 7.18
H 8.06 6.47 5.39
C 7.45 8.42 11.66
C 8.03 9.74 11.06
O 9.45 9.83 11.29
H 7.68 8.32 12.72
H 7.84 7.51 11.19
H 6.37 8.37 11.54
H 7.61 10.63 11.49
H 7.82 9.70 9.98
H 9.84 9.10 10.77

As for the charge: 0. Its SMILES is CCO.CCO.CCO.CCO.CCO.CCO.CCO. The molar mass is 322.5 u. The HOMO-LUMO gap is 10.060 eV. As for the HOMO energy: -9.6 eV.

Results of the natural (NBO) charge analysis, in e, for atoms 1 through 8: -0.62 -0.07 -0.76 0.20 0.20 0.21 0.15 0.17

---

(7)
The following is a DFT calculation (wB97M-V/def2-TZVPD) of C14H18BN7O2Sr as an isolated structure at a distorted geometry.

Geometry (Å):
C 2.53 -0.58 -0.10
N 1.26 -0.65 -0.55
N 1.32 -0.36 -1.90
C 2.60 -0.25 -2.30
C 3.41 -0.37 -1.17
B 0.07 -0.22 -2.82
N -0.90 -1.37 -2.42
N -1.24 -1.72 -1.12
C -2.15 -2.71 -1.23
C -2.31 -3.07 -2.58
C -1.50 -2.20 -3.30
Sr -0.21 -1.69 1.48
N -0.58 1.19 -2.61
N -0.99 1.46 -1.32
C -1.43 2.70 -1.28
C -1.37 3.28 -2.57
C -0.82 2.28 -3.38
H -1.76 3.15 -0.34
H -0.59 2.28 -4.44
H -1.67 4.27 -2.84
H 0.39 -0.32 -3.96
H -1.28 -2.10 -4.36
H 2.82 -0.09 -3.35
H -2.94 -3.84 -2.99
H 4.48 -0.31 -1.13
H -2.66 -3.13 -0.37
H 2.76 -0.64 0.96
H -2.75 -1.30 1.25
C -2.58 -1.94 2.14
H -3.57 -2.29 2.48
H -2.00 -2.84 1.87
H -2.12 -1.35 2.96
O 1.75 2.56 1.45
C 1.51 1.87 2.43
C 1.94 2.19 3.87
C 1.39 1.04 4.71
C 0.74 0.13 3.67
O 0.20 -1.00 3.89
N 0.82 0.65 2.42
H 3.04 2.23 3.94
H 1.55 3.17 4.19
H 2.18 0.50 5.25
H 0.66 1.39 5.46

As for the charge: +2. The molar mass is 414.8 u. The HOMO-LUMO gap (alpha / beta) is 3.586 / 4.233 eV. As for the HOMO energy (alpha / beta): -14.3 / -14.4 eV.

Results of the natural (NBO) charge analysis, in e, for atoms 1 through 8: -0.06 -0.18 -0.27 0.14 -0.02 0.54 -0.35 -0.43

---

(8)
The following is a DFT calculation (wB97M-V/def2-TZVPD) of one molecule with the formula C3H4N2O at a distorted geometry.

Geometry (Å):
N -0.86 2.40 -0.22
C -0.66 1.32 0.14
C -0.11 0.04 0.43
N 1.36 -0.02 0.12
C -0.72 -1.19 -0.32
O -0.86 -2.24 0.21
H -0.24 0.11 1.51
H 1.41 -0.42 -0.81
H 1.80 0.99 0.29
H -1.13 -0.98 -1.34

As for the charge: 0. Its SMILES is N#C[C@H](N)C=O. The molar mass is 84.1 u. The HOMO-LUMO gap is 10.604 eV. As for the HOMO energy: -10.6 eV.

Results of the natural (NBO) charge analysis, in e, for atoms 1 through 8: -0.29 0.24 -0.27 -0.80 0.44 -0.45 0.24 0.37

---

charge of number 3 (C4H3FN3O2)?
-1